1.
The following is a quantum chemistry calculation of C7H10N2O3 in the gas phase at a distorted geometry, from the OMol25 dataset.

Geometry (Å):
C -1.64931 -0.12992 -0.05167
C -1.80458 1.22728 0.06699
C 0.55564 0.05750 0.12689
C -3.11856 1.97894 -0.05038
C 2.95406 0.06571 0.60524
C 2.01192 -1.62334 -0.97105
C 1.71389 -0.81261 0.27948
N -0.70025 1.95841 0.14727
N -2.43165 -1.25755 0.10253
O -1.83511 -2.31316 -0.00784
O -3.59621 -1.17952 0.38834
O 0.47628 1.32947 0.02602
H -3.43784 2.42672 -1.05388
H -3.90866 1.33215 0.14151
H -2.96367 2.79528 0.69672
H 2.73033 0.41639 1.53782
H 2.92567 1.05638 -0.06018
H 3.91294 -0.41287 0.60590
H 2.53702 -1.06694 -1.71613
H 1.20678 -2.19514 -1.38855
H 2.91629 -2.24022 -0.64513
H 1.50499 -1.41293 1.22012

Atoms 1-6, force components in eV/Å:
4.302 1.143 0.426
0.616 -1.216 -1.249
-6.417 0.546 -0.778
1.377 1.977 -0.300
-1.258 2.071 -2.907
2.079 -1.443 1.262

The relative energy (zero: lowest compared OMol25 entry of this formula, charge and spin) is 1019.16 kJ/mol. For the LUMO energy (spin up / spin down), the calculation gives -0.0286 / -0.0287 Eh. As for the HOMO energy (spin up / spin down): -8.7 / -8.7 eV. As for the spin multiplicity: 1.


2.
The following is a quantum chemistry calculation of C5H11N in the gas phase at a distorted geometry, from the OMol25 dataset.

Geometry (Å):
C 0.52524 2.15325 -0.42916
C -0.35054 0.97814 -0.95060
C -0.86432 0.11497 0.21779
C -0.06028 -1.14356 0.36520
C 0.76188 -1.35091 1.39675
N -0.38461 -2.19534 -0.59156
H 0.78128 2.71308 -1.33230
H 1.38203 1.91133 0.19513
H -0.06697 2.78497 0.23813
H -1.19273 1.53166 -1.34251
H 0.27732 0.39974 -1.61560
H -0.76982 0.61786 1.18087
H -1.92542 -0.10758 0.09361
H 0.65301 -0.74643 2.28655
H 1.53259 -2.10305 1.29442
H 0.50198 -2.58144 -0.91217
H -0.80064 -2.97669 -0.09455

Atoms 1-6, force components in eV/Å:
-0.617 -0.094 -0.114
0.721 1.108 2.214
-0.088 -0.593 0.349
-1.073 -0.618 0.660
-0.101 0.254 -0.707
1.160 0.299 -0.501

The relative energy (zero: lowest compared OMol25 entry of this formula, charge and spin) is 127.46 kJ/mol. For the LUMO energy, the calculation gives 0.0392 Eh. As for the HOMO energy: -9.0 eV. As for the spin multiplicity: 1.


3.
The following is a quantum chemistry calculation of a molecular structure, C3H6O2S at a distorted geometry, from the OMol25 dataset.

Geometry (Å):
C 0.09848 0.10832 0.35741
C 1.26241 -0.78580 0.31144
C -1.54521 -0.61838 -0.34287
O -0.93664 2.48168 -0.18414
O 1.48772 2.31779 0.33855
S 0.27257 1.70487 -0.14455
H 1.32529 -1.39265 -0.59448
H 2.17127 -0.19391 0.42414
H 1.19763 -1.46983 1.16211
H -1.71258 -0.07493 -1.25703
H -2.27034 -0.40870 0.41997
H -1.35059 -1.66846 -0.49055

Atoms 1-6, force components in eV/Å:
-3.813 -0.495 -3.081
0.579 -0.157 0.386
3.676 1.702 1.604
-0.071 0.047 -0.621
0.166 0.144 -0.719
-0.229 -1.018 2.433

The relative energy (zero: lowest compared OMol25 entry of this formula, charge and spin) is 395.22 kJ/mol. For the LUMO energy, the calculation gives -0.0408 Eh. As for the HOMO energy: -9.3 eV. As for the spin multiplicity: 1.


4.
The following is a quantum chemistry calculation of 2 unconnected molecules or ions with the total composition C4H7N4S at a distorted geometry, from the OMol25 dataset.

Geometry (Å):
C 2.06704 0.24407 1.15676
C -1.04054 0.94316 -0.76039
C -2.58471 -1.42315 0.68969
C -0.39883 -0.40321 -0.85476
N 3.35403 0.44481 0.94637
N 1.41706 0.10832 -0.01347
N 3.49067 0.43066 -0.38014
N 2.35211 0.23201 -0.94455
S -1.20557 -1.78065 -0.24138
H -0.34704 1.70194 -1.11470
H -1.94935 0.98785 -1.37021
H -1.31256 1.16147 0.27424
H 1.59213 0.18801 2.11689
H -2.99739 -0.43122 0.57583
H -2.52553 -1.77198 1.71137
H 0.08848 -0.63208 -1.79155

Atoms 1-6, force components in eV/Å:
-0.477 -0.139 -0.642
0.055 0.106 0.027
0.220 0.071 0.016
-0.907 -0.623 0.405
0.155 0.045 0.474
0.162 0.132 0.497

Its total charge is -1. The relative energy (zero: lowest compared OMol25 entry of this formula, charge and spin) is 278.51 kJ/mol. For the LUMO energy (spin up / spin down), the calculation gives 0.1346 / 0.1346 Eh. As for the HOMO energy (spin up / spin down): -2.9 / -2.9 eV. As for the spin multiplicity: 1.


5.
The following is a quantum chemistry calculation of a molecular structure, C27H30BBeF4N5O at a distorted geometry, from the OMol25 dataset.

Geometry (Å):
Be 12.88595 -7.09088 -19.75765
B 10.31802 -3.95060 -22.21063
F 10.76741 -2.68001 -22.33057
F 10.21476 -4.31167 -20.89362
F 9.19953 -4.25664 -22.94508
F 11.29448 -4.80598 -22.59623
C 15.60318 -13.04299 -17.90075
C 15.88619 -11.75328 -17.15035
O 15.19258 -10.65932 -17.59488
H 16.29924 -13.78685 -17.51312
H 15.78695 -12.96036 -18.97197
H 14.56973 -13.37780 -17.81143
H 16.92255 -11.41641 -17.17447
H 15.93276 -12.08603 -16.11344
N 17.56185 -5.11801 -20.72556
C 18.70567 -5.31414 -19.95610
C 19.96383 -4.92051 -20.45447
C 20.04080 -4.47348 -21.74108
C 18.89292 -4.28877 -22.50411
C 17.63452 -4.55694 -21.93678
H 18.57077 -5.72974 -18.96844
H 20.84424 -5.11757 -19.86081
H 20.92299 -4.12899 -22.26015
H 18.97642 -4.02768 -23.54875
H 16.72747 -4.46641 -22.51599
N 13.69573 -3.68562 -16.54506
C 13.82607 -3.91920 -15.20821
C 13.77137 -2.98449 -14.20239
C 13.73679 -1.61984 -14.57261
C 13.69784 -1.33133 -15.93093
C 13.63006 -2.37416 -16.89310
H 13.96576 -4.98470 -15.10046
H 13.91268 -3.26144 -13.16812
H 13.71244 -0.80075 -13.86911
H 13.56834 -0.28156 -16.14918
H 13.64554 -2.09499 -17.93629
N 8.92774 -8.02701 -16.77405
C 8.41359 -9.33135 -16.71412
C 7.10459 -9.63988 -16.29099
C 6.34990 -8.64898 -15.80363
C 6.79263 -7.32149 -15.90846
C 8.14961 -7.02203 -16.27508
H 9.05522 -10.09423 -17.12969
H 6.71740 -10.64780 -16.31516
H 5.33863 -8.93601 -15.55590
H 6.12484 -6.60072 -15.46017
H 8.47065 -6.02319 -16.53128
N 9.81968 -10.15922 -21.55953
C 8.53507 -9.81985 -21.84647
C 7.69810 -10.66858 -22.53899
C 8.03397 -12.04854 -22.70320
C 9.36728 -12.32327 -22.38829
C 10.22788 -11.43030 -21.85797
H 8.22600 -8.83029 -21.54374
H 6.70764 -10.30347 -22.76723
H 7.40280 -12.83383 -23.09222
H 9.60361 -13.36273 -22.56172
H 11.22137 -11.71065 -21.54053
N 15.58725 -8.99385 -23.80040
C 15.32044 -8.70485 -25.07014
C 16.25613 -8.61201 -26.13495
C 17.54723 -9.08205 -25.94127
C 17.85136 -9.46620 -24.64417
C 16.86262 -9.32900 -23.65429
H 14.28635 -8.45208 -25.25223
H 15.96555 -8.08830 -27.03367
H 18.31850 -9.01688 -26.69446
H 18.88675 -9.70921 -24.45624
H 17.22290 -9.59405 -22.67126

Atoms 1-6, force components in eV/Å:
-0.239 0.159 -0.153
0.098 -0.753 0.037
-0.005 1.974 -0.290
-1.374 0.112 2.917
-1.331 0.382 -0.391
2.909 -2.068 -1.985

The relative energy (zero: lowest compared OMol25 entry of this formula, charge and spin) is 941.28 kJ/mol. For the LUMO energy, the calculation gives -0.2374 Eh. As for the HOMO energy: -9.3 eV. As for the spin multiplicity: 1.


6.
The following is a quantum chemistry calculation of C3H3I in the gas phase at a distorted geometry, from the OMol25 dataset.

Geometry (Å):
C -0.04753 -0.01916 0.33497
C -0.76689 0.09902 1.33961
C 0.60836 -0.05150 -0.94761
I -1.94174 0.20300 3.06620
H 1.20129 0.82075 -1.25008
H -0.28126 -0.17605 -1.71064
H 1.22778 -0.87606 -0.83243

Atoms 1-6, force components in eV/Å:
-2.917 1.598 3.777
1.263 -0.420 -1.418
-2.575 0.899 -1.411
1.097 -0.113 -1.558
-0.296 -0.078 0.453
2.116 -0.110 1.083

The relative energy (zero: lowest compared OMol25 entry of this formula, charge and spin) is 16.11 kJ/mol. For the LUMO energy, the calculation gives 0.0087 Eh. As for the HOMO energy: -9.2 eV. As for the spin multiplicity: 1.


7.
The following is a quantum chemistry calculation of a molecular structure, C21H22BrN3O2RuS4Sb at a distorted geometry, from the OMol25 dataset.

Geometry (Å):
Ru -1.30702 -0.78821 -1.01448
O -0.95477 -2.81235 -0.18074
N -0.51860 -2.87308 1.01200
N 0.08703 -1.81986 1.39698
O 0.27364 -0.76727 0.64757
C 0.50895 -1.75969 2.76831
C 0.59975 -2.90695 3.54639
C 0.98674 -2.79322 4.87085
C 1.28316 -1.55065 5.41843
C 1.19525 -0.41705 4.62580
C 0.81013 -0.51638 3.29631
H 0.36586 -3.86777 3.11151
H 1.05961 -3.68572 5.47934
H 1.58108 -1.46905 6.45586
H 1.42538 0.55572 5.04116
H 0.72171 0.35101 2.65946
S 1.08510 2.85994 -4.29549
Sb -1.26436 2.85277 -4.36828
S -2.85861 0.19442 -2.41142
S -1.90482 0.44128 -4.20457
S -1.99977 3.86799 -2.43054
C 2.36237 3.09798 -1.33941
N 1.44273 2.00755 -1.71409
C 0.21640 2.05988 -0.88861
C 2.10562 0.65222 -1.63443
C 1.53755 -0.39372 -2.56139
C 2.36965 -0.79261 -3.61265
C 2.01201 -1.82131 -4.46284
C 0.80127 -2.46887 -4.26022
C -0.03595 -2.05378 -3.23744
C 0.29245 -1.00120 -2.36816
H 1.86054 4.04654 -1.51759
H 3.25366 3.04698 -1.96026
H 2.63127 3.00224 -0.28822
H 1.15394 2.19971 -2.71343
H 0.45909 1.87811 0.15769
H -0.44557 1.27741 -1.24509
H -0.27252 3.02143 -1.02186
H 2.03895 0.32093 -0.59640
H 3.15213 0.80494 -1.89353
H 3.32043 -0.28911 -3.75936
H 2.66949 -2.11592 -5.27140
H 0.50754 -3.29181 -4.90170
H -0.98236 -2.57498 -3.11378
Br -3.89428 1.63114 4.73249
C -3.37041 0.95575 3.02601
C -3.31916 -0.41149 2.82590
C -2.88087 -0.89467 1.59752
C -2.47536 -0.04275 0.55965
C -2.61229 1.33072 0.79418
C -3.04967 1.84006 2.01378
H -3.60906 -1.09134 3.61701
H -2.86611 -1.96889 1.45365
H -2.40826 2.03534 -0.00719
H -3.14066 2.90764 2.16668

Atoms 1-6, force components in eV/Å:
0.041 -0.362 0.427
-0.101 -0.083 -0.099
-0.026 0.023 -0.061
0.128 0.103 0.339
-0.144 -0.122 -0.278
-0.029 0.025 -0.072

Its total charge is -1. The relative energy (zero: lowest compared OMol25 entry of this formula, charge and spin) is 197.54 kJ/mol. For the LUMO energy (spin up / spin down), the calculation gives 0.0893 / 0.0131 Eh. As for the HOMO energy (spin up / spin down): -4.7 / -5.0 eV. As for the spin multiplicity: 5.


8.
The following is a quantum chemistry calculation of a molecular structure, C5H8FLiO4 at a distorted geometry, from the OMol25 dataset.

Geometry (Å):
O 1.22069 0.18002 -1.40450
C 1.61512 -0.93519 -1.07419
C 1.17500 -1.47501 0.26526
O 0.89550 -0.36577 1.10314
C -0.23762 0.33850 0.90990
O -1.28501 -0.40622 0.63471
O -0.24051 1.52329 1.19410
C -2.48691 0.26872 0.18560
H 2.00051 -2.03755 0.72142
F 3.32988 1.48273 -0.09679
H 1.92811 -1.68400 -1.82482
H 0.30810 -2.13883 0.14300
H -3.29092 -0.43442 0.42601
H -2.61048 1.18050 0.78175
C -2.42123 0.56475 -1.29519
H -3.40810 0.90677 -1.63341
H -1.68594 1.35130 -1.51012
H -2.14742 -0.33827 -1.85636
Li 1.52576 1.66892 0.07480

Atoms 1-6, force components in eV/Å:
1.035 -1.427 0.263
-2.702 1.020 -0.989
1.044 -0.049 0.316
-0.378 -0.003 -0.090
-0.019 0.226 1.590
0.209 -0.212 -0.563

The relative energy (zero: lowest compared OMol25 entry of this formula, charge and spin) is 0.00 kJ/mol. For the LUMO energy, the calculation gives 0.0035 Eh. As for the HOMO energy: -8.9 eV. As for the spin multiplicity: 1.


E_tot (computed, a.u.): -607.6093; -251.8140; -666.4435; -773.7439; -1834.6512; -413.7107; -5629.9916; -603.7279